(1)
Density functional theory data (the ωB97M-V functional and the def2-TZVPD basis) for a molecular structure, C29H37N5SSbV.

Each line ends with the Löwdin spin population.
Element x y z (Å)
Sb: -1.36098 -2.22946 -0.69893  0.0629
V: 0.39718 -0.34371 -0.10415  2.6707
S: -0.44708 0.11603 2.08934  0.0472
N: 2.14057 0.41128 -0.23122  0.0069
N: -1.08141 2.75459 2.34524  -0.0008
N: 1.76374 2.46868 -1.22305  0.0082
N: 1.01324 2.43095 1.99035  0.0019
N: 3.85390 1.51548 -1.39612  0.0095
C: 3.31021 -0.62844 2.23470  0.0026
C: 0.58091 4.88411 -2.02587  -0.0015
C: -0.19029 -3.91044 -1.33942  0.0060
C: -0.25370 3.69885 -1.60732  -0.0020
C: 3.38312 -1.37334 0.92855  0.0086
C: -1.63690 3.77376 -1.61731  0.0229
C: -1.78638 1.49901 -0.87272  0.0303
C: -2.40742 2.67827 -1.25034  -0.0005
C: 6.51120 2.49080 -1.54287  0.0003
C: 5.15102 3.17636 -5.02664  0.0009
C: -2.49931 2.50120 2.51597  0.0015
C: 3.60562 -2.74896 -1.51480  0.0017
C: 2.96301 -1.52620 -1.46070  0.0142
C: 3.41874 2.14436 -3.73069  0.0010
C: 5.58160 2.56969 -2.72215  0.0008
C: 0.34074 2.49057 -1.21134  0.0168
C: 0.84217 3.79338 2.09820  -0.0010
C: 3.85517 2.69707 -4.92339  0.0000
C: 4.14608 -3.28593 -0.35586  0.0095
C: -2.79076 -3.30474 0.48079  0.0119
C: 6.00188 3.10236 -3.93508  -0.0002
C: -0.16444 1.79440 2.13125  0.0111
C: 2.55996 1.41983 -0.96952  0.0237
C: 2.84118 -0.82881 -0.24848  0.0079
C: 4.27173 2.09359 -2.63046  0.0007
C: -2.53395 -2.08909 -2.48562  0.0106
C: 4.03063 -2.60187 0.84448  0.0011
C: -0.39161 1.35607 -0.83550  0.0005
C: -0.47152 3.99436 2.32270  0.0008
H: 4.47136 -3.02286 1.73969  -0.0001
H: 6.82668 1.45896 -1.36037  0.0001
H: 2.41719 1.73704 -3.66208  0.0002
H: -2.69010 2.02725 3.47762  0.0001
H: 4.49009 0.84163 -0.99774  0.0003
H: -2.95279 -3.07017 -2.70350  0.0005
H: 7.40662 3.08190 -1.72066  0.0000
H: -1.90063 -1.77108 -3.31201  0.0001
H: -3.34036 -1.36854 -2.36267  0.0002
H: -0.06233 5.72181 -2.28565  0.0000
H: 3.86515 0.31306 2.17236  0.0004
H: 0.45481 -4.26128 -0.53493  0.0002
H: -1.02554 4.90286 2.47757  0.0001
H: 2.21192 3.24501 -1.68465  0.0003
H: 3.68540 -3.27650 -2.45590  -0.0002
H: 7.01667 3.47016 -4.02232  0.0000
H: -2.84321 1.84062 1.72296  0.0007
H: -0.85000 -4.71854 -1.65270  0.0000
H: 1.86068 1.93508 1.77245  0.0002
H: 1.25056 5.21169 -1.22531  -0.0004
H: 6.03265 2.85946 -0.63386  0.0001
H: -3.03378 3.44519 2.46229  0.0001
H: -2.41347 0.66048 -0.58289  0.0040
H: -3.48869 2.75149 -1.26026  -0.0007
H: 2.54667 -1.08034 -2.35895  0.0027
H: 0.43204 -3.60916 -2.18164  0.0002
H: 3.75338 -1.21981 3.03320  0.0000
H: 2.27723 -0.40757 2.50653  0.0015
H: 1.65384 4.49306 2.01474  0.0000
H: 1.18749 4.65290 -2.90745  -0.0004
H: -3.62754 -2.65320 0.72536  0.0003
H: -2.32911 -3.65234 1.40273  0.0000
H: 4.66657 -4.23359 -0.39124  0.0005
H: -2.12075 4.69282 -1.92510  0.0015
H: -3.14562 -4.15470 -0.09876  0.0005
H: 3.18345 2.73654 -5.77043  0.0000
H: 5.49967 3.60032 -5.95878  0.0001

Properties
- total charge = +1
- energy above the lowest of the compared OMol25 structures with the same formula, charge and spin (kcal/mol) = 10.1
- lowest unoccupied orbital energy (alpha / beta) (eV) = -1.9 / -2.1
- largest force on an atom (eV/Å) = 1.971
- highest occupied orbital energy (alpha / beta) (eV) = -9.54 / -10.66
- multiplicity = 4
- energy (hartree) = -2983.3124
- frontier orbital gap (alpha / beta) (Eh) = 0.279 / 0.314



(2)
Density functional theory data (the ωB97M-V functional and the def2-TZVPD basis) for a single C2H7N3O molecule.

Each line ends with the natural charge from an NBO analysis.
Element x y z (Å)
O: 1.33783 -1.50668 0.12253  -0.5225
N: -1.09682 -0.63872 -0.20709  -0.4362
N: 1.15472 -0.29407 0.20538  0.2281
N: -0.11782 0.24468 0.03646  -0.1117
C: 2.20108 0.65561 0.40964  -0.4577
C: -2.37644 -0.03961 -0.35220  -0.4198
H: -0.89692 -1.60302 -0.50663  0.4027
H: 2.17568 1.08554 1.45279  0.2203
H: 2.12254 1.48605 -0.28599  0.2281
H: -2.05461 1.01522 -0.15354  0.2311
H: -2.61072 -0.18302 -1.42983  0.1965
H: -3.06924 -0.44742 0.37901  0.2033
H: 3.23071 0.22544 0.32946  0.2380

Properties
- energy above the lowest of the compared OMol25 structures with the same formula, charge and spin (kcal/mol) = 115.5
- SMILES = CN/N=[N+](/C)[O-]
- lowest unoccupied orbital energy (alpha / beta) (eV) = 1.1 / 1.1
- largest force on an atom (eV/Å) = 6.583
- highest occupied orbital energy (alpha / beta) (eV) = -7.55 / -7.57
- multiplicity = 1
- energy (hartree) = -319.7658
- frontier orbital gap (alpha / beta) (Eh) = 0.318 / 0.319